Computed, not measured: 5 unconnected molecules or ions with the total composition C42H32N2O20S at a distorted geometry, with ωB97M-V/def2-TZVPD.

Last column: Mulliken charge in e.
Atoms and positions in Å:
S: -2.98206 5.92991 2.86765  -0.207
O: 0.25512 -3.04943 7.09569  -0.633
O: 5.21373 -6.25902 -0.25071  -0.583
O: 4.28740 1.26252 -5.20445  -0.399
O: 0.05705 2.06701 2.32984  -0.663
O: 0.56807 -5.07798 2.22397  -0.584
O: 0.17421 -5.40403 -2.23457  -0.595
O: 6.40421 -2.42206 -7.19253  -0.625
O: 5.19045 -2.15348 -0.42048  -0.743
O: -3.08911 4.94086 0.32770  0.079
O: 7.83712 -0.88492 -8.78753  -0.562
O: 3.29942 1.21540 -3.07904  -0.515
O: 3.20637 -2.07191 1.30000  -0.513
O: 1.45922 -1.59894 5.24580  -0.564
O: -0.70776 -6.49210 4.05373  -0.588
O: -2.78920 0.81605 -1.14638  -0.521
O: 5.66233 2.80067 -6.86088  -0.635
O: 1.33874 1.35829 -1.29286  -0.811
O: 3.50573 -8.25043 -0.55133  -0.641
O: -4.66400 0.78116 0.80204  -0.618
O: 1.91815 -3.42483 -2.00866  -0.692
N: -3.10727 7.10608 0.42684  -0.319
N: -3.17670 6.73732 -0.88372  -0.483
C: -3.48668 2.25476 2.29125  0.889
C: 3.34459 0.40448 -2.03146  0.071
C: 6.98883 -0.29312 -7.95631  0.332
C: -0.29529 -4.84070 5.66548  -1.026
C: -7.42010 4.11650 2.47002  -0.334
C: 0.96995 -2.77940 4.88728  0.218
C: -1.27140 1.64507 0.44274  -0.596
C: 5.11908 0.67598 -6.05619  0.015
C: 4.34091 -0.47357 -1.84066  -1.181
C: -6.87118 2.93194 1.97658  0.498
C: 3.08797 -7.15752 -0.88642  0.906
C: -3.15883 5.44792 -0.91145  -0.018
C: 0.28765 -3.55037 5.98690  0.932
C: -2.51067 1.30803 0.10038  0.223
C: 1.06949 -3.26313 3.64162  -0.880
C: -0.19781 -5.32204 4.41869  0.304
C: -1.51475 4.90527 3.21624  -0.688
C: -7.13904 2.57755 0.65818  -0.188
C: -1.84008 3.50030 3.76008  -1.042
C: -8.49617 4.56671 0.38377  -0.415
C: 4.01717 -5.97898 -0.75089  0.265
C: 3.16596 -1.22810 0.27553  -0.044
C: 5.88003 1.60767 -6.96430  1.058
C: 1.38089 -5.68911 -1.75955  0.352
C: -2.22934 2.60567 2.61664  -0.006
C: 4.32427 -1.33243 -0.67701  0.986
C: 3.64738 -4.74311 -1.11413  -1.042
C: 5.27958 -0.65468 -6.11282  -0.947
C: 2.17156 -0.35102 0.09163  -0.626
C: -7.93997 3.40347 -0.12280  -0.776
C: -8.22234 4.94005 1.69423  -0.711
C: 6.82717 1.03620 -7.90309  -0.963
C: -1.05020 2.10848 1.82225  0.057
C: -3.05049 6.02827 1.14360  0.340
C: -3.65708 1.39607 1.07570  0.709
C: -6.03800 2.09736 2.93226  -1.572
C: -4.64468 2.73900 3.15341  -0.506
C: 6.21003 -1.22706 -7.06692  1.004
C: 1.75062 -6.92622 -1.40191  -1.003
C: 2.19908 0.52528 -1.06015  1.435
C: 2.32046 -4.51923 -1.64747  1.244
C: 0.50727 -4.56189 3.32618  1.030
H: -0.40983 1.56314 -0.21354  0.746
H: -6.55077 2.15316 3.89709  0.452
H: 1.33574 -0.26699 0.77275  0.551
H: -6.73121 1.66250 0.25162  0.528
H: -2.57102 3.51991 4.56567  0.324
H: -0.90484 3.13505 4.19068  0.504
H: -9.13707 5.19749 -0.21961  0.396
H: 7.75231 -1.84377 -8.61961  0.368
H: 4.73721 -1.33335 -5.46886  0.570
H: 1.25205 -1.49992 6.19527  0.361
H: -0.49350 -6.59437 3.10611  0.356
H: 5.21368 -7.22084 -0.07868  0.363
H: 1.55750 -2.72289 2.84318  0.687
H: 4.36884 2.22085 -5.38164  0.364
H: 4.02966 -2.58801 1.19086  0.392
H: -0.85295 5.47475 3.86514  0.537
H: -8.63043 5.83496 2.14656  0.388
H: 1.08647 -7.77521 -1.47906  0.444
H: 4.29306 -3.87792 -1.02744  0.629
H: -7.22185 4.40562 3.49821  0.353
H: -4.36196 2.52112 4.18507  0.498
H: -6.00656 1.04738 2.66466  0.610
H: -1.00008 4.76532 2.26381  0.328
H: -8.17267 3.13991 -1.14839  0.385
H: -3.19757 4.81241 -1.77798  0.432
H: 5.16927 -0.57100 -2.52847  0.519
H: 2.48298 1.74151 -2.96820  0.337
H: 0.17431 -4.44388 -2.41197  0.364
H: -4.75886 3.81306 3.02172  0.121
H: -0.79697 -5.37833 6.45750  0.423
H: -2.75160 1.53780 -1.78151  0.354
H: 7.37960 1.71404 -8.53822  0.427

Its HOMO-LUMO gap is 7.327 eV. As for the SMILES: O=C1C=C(O)C(=O)C(CCc2ccccc2)=C1CCSc1nnco1.O=C1C=C(O)C(=O)C=C1O.O=C1C=C(O)C(=O)C=C1O.O=C1C=C(O)C(=O)C=C1O.O=C1C=C(O)C(=O)C=C1O. The HOMO energy is -9.082 eV. The total charge is 0. For the energy above the lowest of the compared OMol25 structures with the same formula, charge and spin, the calculation gives 0.0 kcal per mole. The value obtained for the energy is -3632.087823 Eh.

---

Computed, not measured: a molecular structure, C42H33BrN11O2Ti, with ωB97M-V/def2-TZVPD.

Last column: Mulliken spin population.
Atoms and positions in Å:
Br: -6.26857 0.05332 0.96283  -0.002
Ti: 0.70324 -1.26036 -0.86338  0.972
O: -2.75144 3.43652 1.06898  0.003
O: -0.80161 -0.37832 -1.48665  0.028
N: -4.90519 3.56350 1.49592  0.004
N: 0.13261 -0.28199 3.28416  -0.003
N: -4.63232 4.32365 0.36036  0.000
N: 0.72555 -0.98001 1.31835  -0.055
N: 1.28914 1.10090 -0.93250  -0.028
N: 0.30851 -1.61012 3.42291  -0.005
N: 1.28559 3.15282 -1.64680  0.001
N: 1.43462 -3.04181 -2.01764  -0.028
N: -0.53900 -2.77944 -0.39478  0.027
N: 2.18589 3.13577 -0.64090  0.001
N: 3.05011 -1.07649 -0.69426  -0.013
C: 7.34875 -1.20600 -0.49524  0.000
C: -2.46337 -1.31874 -0.04510  -0.089
C: 1.56139 -5.45078 -1.74742  -0.011
C: 5.85404 -1.17325 -0.57429  0.000
C: -3.74337 -1.15870 0.53358  0.107
C: 0.37610 0.08355 2.02936  0.056
C: -2.56085 4.77179 -0.93524  -0.001
C: 2.16902 1.88573 -0.24901  0.022
C: 5.06295 -1.85547 0.34452  0.013
C: -1.24376 4.34737 -1.09171  0.000
C: -1.03654 5.74430 -3.02709  0.000
C: -1.83247 0.87831 4.18557  -0.002
C: -3.11549 5.68857 -1.81844  0.001
C: 0.75467 1.94213 -1.80493  0.012
C: 1.08057 -6.60130 -1.06787  0.083
C: -3.78610 3.05659 1.86757  -0.018
C: -1.74121 -2.51828 0.18555  0.526
C: -2.15743 1.82977 3.23024  0.000
C: -2.01716 -0.28799 -0.92401  0.173
C: -4.50212 1.50723 3.66962  0.000
C: -0.53019 -5.21330 0.11162  0.127
C: 3.68802 -1.78039 0.24950  0.038
C: 3.80676 -0.43361 -1.58185  0.015
C: -2.84923 0.24425 4.88492  -0.002
C: 2.57332 -5.47786 -2.72655  0.012
C: -0.47944 4.82597 -2.14207  0.000
C: 0.95136 4.38023 -2.35917  0.000
C: 0.65173 -1.99931 2.22530  0.025
C: 0.06824 -6.46322 -0.16574  -0.027
C: 2.97170 -4.31447 -3.33445  -0.007
C: -0.08718 -4.07105 -0.52163  -0.113
C: 0.99446 -4.19966 -1.45374  0.026
C: -4.08478 0.92606 -0.63221  0.176
C: -0.38160 0.52663 4.39673  0.001
C: 2.38386 -3.10972 -2.93237  0.040
C: -2.34353 6.17672 -2.86228  0.000
C: -2.82124 0.80838 -1.20098  -0.076
C: -3.36996 4.21722 0.14882  0.003
C: -4.17774 0.57064 4.63640  0.002
C: 5.18848 -0.45059 -1.55903  0.008
C: -4.52705 -0.06774 0.23373  -0.074
C: -3.48354 2.12728 2.95235  0.012
H: 2.79950 1.52311 0.54694  0.000
H: -1.34922 -5.17341 0.81590  0.014
H: -0.23254 -0.07392 5.28944  0.000
H: 0.24059 1.41795 4.47260  0.000
H: -4.96458 0.07928 5.19238  0.000
H: -2.76516 6.89029 -3.55682  0.000
H: -0.01545 1.70137 -2.51843  -0.005
H: 2.70928 -2.17375 -3.36884  0.011
H: 7.80504 -0.83737 -1.41167  0.000
H: 0.27730 1.08941 1.65904  0.005
H: 5.50762 -2.44610 1.13478  0.000
H: -2.23766 -3.29565 0.75489  0.038
H: 3.02570 -6.42374 -2.99899  0.000
H: 7.69313 -0.57903 0.32942  0.000
H: -4.14113 6.00491 -1.68556  0.000
H: 3.06721 -2.30838 0.96277  -0.003
H: 7.70775 -2.21756 -0.30760  0.000
H: 1.51678 -7.56817 -1.27946  0.004
H: 3.73200 -4.30709 -4.10187  0.000
H: 0.84264 -3.03166 1.97902  -0.008
H: -0.83348 3.63527 -0.38798  0.001
H: 3.28276 0.12686 -2.34740  -0.009
H: -4.12141 -1.92900 1.19420  0.000
H: -5.53194 1.75122 3.45185  0.000
H: -2.60682 -0.50467 5.62952  0.000
H: 1.12695 4.21365 -3.42252  0.000
H: -0.44746 6.12205 -3.85502  0.000
H: -1.37693 2.35212 2.69092  0.000
H: -2.46320 1.56406 -1.88962  0.000
H: 1.67133 5.12135 -2.01658  0.000
H: -0.30439 -7.33769 0.35213  -0.002
H: 5.73871 0.09883 -2.31134  0.000
H: -4.72010 1.77024 -0.86569  -0.007

Its HOMO-LUMO gap (alpha / beta) is 5.139 / 7.274 eV. The spin multiplicity is 3. The HOMO energy (alpha / beta) is -7.915 / -10.067 eV. The total charge is +1. For the energy above the lowest of the compared OMol25 structures with the same formula, charge and spin, the calculation gives 3.1 kcal per mole. The value obtained for the energy is -5796.542630 Eh.

---

Computed, not measured: 8 unconnected molecules or ions with the total composition C42H33O17P2S at a distorted geometry, with ωB97M-V/def2-TZVPD.

Last column: Mulliken charge in e.
Atoms and positions in Å:
S: 1.50733 2.22520 3.40027  -0.112
P: 3.41975 3.37628 3.66383  0.537
P: -0.08353 3.37421 4.35400  0.429
O: 1.22630 -12.83881 -2.66576  -0.528
O: 0.05292 3.17233 5.81401  -0.489
O: 1.98293 -1.43701 -0.99389  -0.522
O: 1.84469 7.50929 -3.16604  -0.570
O: 2.37122 11.90151 -7.84415  -0.527
O: -2.17934 -0.65436 3.02622  -0.587
O: -2.44588 -4.54608 2.79622  -0.553
O: 2.27488 3.34793 -3.23881  -0.547
O: -5.88801 -3.32718 4.10465  -0.525
O: 0.24783 -5.20861 -1.71272  -0.559
O: -3.08881 -0.57246 8.23911  -0.518
O: 5.34664 4.66323 -0.39654  -0.621
O: 3.31280 4.00256 5.16823  -0.444
O: -2.09426 -9.21428 -0.68981  -0.548
O: -8.68883 -5.07085 -0.03165  -0.532
O: 3.13247 4.68137 2.75276  -0.329
O: 5.86832 9.05350 -5.07073  -0.557
C: -0.36917 -5.05603 -0.68022  0.303
C: 2.65024 6.85830 -2.53491  0.828
C: 0.83070 0.40803 -1.88565  -0.278
C: -3.49585 -1.44051 4.82086  -0.249
C: 2.05359 -0.34503 -1.51645  0.450
C: -1.74290 -11.44986 -1.31604  -0.483
C: -0.54659 -3.71000 -0.08166  -0.347
C: -1.32367 -10.03881 -1.14492  0.756
C: 4.09781 6.90644 -2.84877  -0.148
C: -1.65066 -6.04378 1.16236  -0.499
C: -3.72223 -1.42062 6.13342  -0.463
C: 3.36343 0.28951 -1.80447  -0.485
C: -0.97283 -6.20862 0.02924  0.068
C: 0.05878 -9.68258 -1.55013  -0.162
C: -2.40336 -0.64720 4.22255  0.116
C: 2.73860 10.37625 -6.09251  -0.505
C: -5.88725 -4.46065 2.05342  -0.154
C: -1.57051 0.16932 5.13163  0.042
C: -1.78841 0.19864 6.44218  -0.495
C: 4.62147 11.29582 -7.52265  -0.436
C: 0.46910 -12.00911 -2.21390  0.295
C: -1.22625 -3.54528 1.05146  -0.413
C: 4.98057 6.19373 -2.15268  -0.650
C: 5.50084 10.58081 -6.82461  -0.432
C: -1.82858 -4.70073 1.76038  0.372
C: 2.21444 2.24638 -2.73563  0.368
C: 3.10404 5.27253 -0.72362  -0.418
C: 0.90529 1.61005 -2.45198  -0.511
C: 4.54973 5.32131 -1.03763  0.306
C: 2.21992 5.98424 -1.41647  -0.476
C: -8.70116 -3.93172 2.02631  -0.408
C: 3.43811 1.49244 -2.37134  -0.334
C: -0.91224 -12.36447 -1.81043  -0.390
C: -7.99912 -3.49253 3.06842  -0.411
C: -2.88992 -0.60054 7.04648  0.287
C: 5.06629 9.70924 -5.70869  0.726
C: 0.88937 -10.59676 -2.04477  -0.537
C: 3.61936 9.66301 -5.39610  -0.028
C: -6.58691 -4.89998 1.00988  -0.343
C: -8.04973 -4.67124 0.91595  0.296
C: 3.17150 11.24991 -7.21056  0.279
C: -6.53973 -3.72554 3.15921  0.299
H: -0.83986 -7.17945 -0.42155  0.197
H: -2.10000 -6.87376 1.69334  0.463
H: 4.24378 -0.27672 -1.52810  0.468
H: 0.02495 2.17679 -2.72829  0.462
H: -1.18875 0.79363 7.12030  0.474
H: 3.73994 3.37563 5.77509  0.362
H: 6.56244 10.60027 -7.03541  0.410
H: 4.39447 7.54853 -3.66711  0.255
H: 0.21400 4.70784 3.99804  0.176
H: -0.77939 0.73770 4.66030  0.308
H: -1.37162 -2.57267 1.50711  0.500
H: 4.38350 1.97436 -2.58760  0.462
H: 0.35369 -8.64922 -1.42592  0.357
H: 1.67736 10.35453 -5.88013  0.447
H: 1.90107 -10.35741 -2.34616  0.432
H: -0.11478 -0.07307 -1.66846  0.487
H: -4.81884 -4.61199 2.14583  0.466
H: 1.15856 5.96035 -1.20368  0.427
H: -4.51714 -1.99642 6.58940  0.516
H: 3.32154 9.02219 -4.57838  0.211
H: 1.71964 1.12342 4.16807  0.361
H: -1.33288 2.95507 3.84533  0.219
H: -6.13006 -5.43808 0.18897  0.451
H: -8.45394 -2.95236 3.88904  0.422
H: 6.04146 6.21710 -2.36653  0.477
H: 3.63444 5.42527 3.13132  0.332
H: -2.75524 -11.68880 -1.01649  0.411
H: 2.81632 4.62517 0.09512  0.558
H: -9.76835 -3.77374 1.93798  0.408
H: -0.09548 -2.88209 -0.61528  0.464
H: -1.20053 -13.39950 -1.94132  0.408
H: -4.09268 -2.03301 4.14110  0.565
H: 4.91685 11.93835 -8.34208  0.413

Its HOMO-LUMO gap is 6.961 eV. The HOMO energy is -11.482 eV. The total charge is +1. The value obtained for the energy is -3979.754620 Eh.